[1]
Below is C7H11O5PZn as an isolated structure in a non-equilibrium geometry, with properties calculated with ωB97M-V/def2-TZVPD.

Cartesian coordinates (Å):
Zn -1.627 0.781 -0.645
O -2.889 -2.263 -0.123
C -2.598 -1.182 -0.357
C -1.038 2.922 -1.057
O -0.442 3.895 -1.155
C -2.358 1.461 1.348
O -2.349 1.650 2.483
C -1.193 0.315 -2.762
O -0.616 -0.054 -3.681
H -4.990 1.385 -1.824
H -4.768 2.087 -1.956
C 1.997 0.142 2.078
P 1.352 -0.466 0.507
C 2.719 -0.511 -0.667
C 0.850 -2.169 0.779
O 0.255 0.463 0.004
H 2.436 1.140 1.996
H 2.767 -0.560 2.414
H 1.206 0.172 2.830
H 3.472 -1.201 -0.275
H 2.380 -0.888 -1.634
H 3.182 0.467 -0.818
H 0.492 -2.612 -0.155
H 1.704 -2.760 1.140
H 0.056 -2.212 1.529

Values from the calculation:
Energy relative to the best compared isomer or geometry (same formula, charge and spin) ... 0.0 kJ/mol
Charge ... +2

=====

[2]
Below is an isolated ion of composition C38H36NO and charge +1 in a non-equilibrium geometry, with properties calculated with ωB97M-V/def2-TZVPD.

Cartesian coordinates (Å):
C -6.954 1.431 -2.066
O -6.458 1.026 -0.774
C -5.225 0.462 -0.704
C -4.569 0.500 0.548
C -3.191 0.363 0.606
C -2.424 0.168 -0.563
C -0.868 0.189 -0.564
N -0.250 1.398 -0.085
C 0.469 2.170 -1.233
C 1.306 3.305 -0.664
C 0.822 3.665 0.742
C -0.690 3.828 0.633
C -1.300 2.447 0.401
C 1.043 2.532 1.739
C 0.867 1.168 1.065
C 2.223 0.676 0.497
C 2.836 -0.695 0.722
C 3.340 -1.312 -0.424
C 4.113 -2.481 -0.365
C 4.398 -3.053 0.863
C 3.945 -2.456 2.058
C 4.299 -3.016 3.306
C 3.960 -2.382 4.489
C 3.248 -1.170 4.452
C 2.863 -0.606 3.241
C 3.170 -1.232 2.015
C -0.426 -0.167 -2.006
C -0.760 0.461 -3.217
C -0.327 -0.102 -4.423
C 0.423 -1.288 -4.422
C 0.684 -1.957 -3.221
C 0.196 -1.424 -2.023
C 0.133 -2.007 -0.670
C 0.509 -3.287 -0.241
C 0.245 -3.658 1.076
C -0.390 -2.763 1.944
C -0.800 -1.497 1.492
C -0.469 -1.085 0.203
C -3.142 -0.212 -1.702
C -4.509 0.015 -1.827
H -7.829 2.022 -1.804
H -6.230 2.041 -2.627
H -7.244 0.559 -2.666
H -5.149 0.749 1.430
H -2.729 0.460 1.588
H -0.334 2.561 -1.864
H 1.078 1.509 -1.853
H 1.167 4.151 -1.350
H 2.374 3.087 -0.688
H 1.313 4.584 1.078
H -1.102 4.243 1.558
H -0.943 4.544 -0.163
H -2.067 2.505 -0.377
H -1.729 2.080 1.331
H 0.320 2.609 2.554
H 2.023 2.598 2.221
H 0.440 0.446 1.763
H 2.984 1.405 0.847
H 2.194 0.813 -0.590
H 3.135 -0.878 -1.406
H 4.488 -2.920 -1.289
H 5.009 -3.956 0.924
H 4.868 -3.948 3.308
H 4.254 -2.819 5.442
H 3.004 -0.665 5.384
H 2.335 0.348 3.229
H -1.368 1.371 -3.235
H -0.602 0.372 -5.368
H 0.797 -1.681 -5.369
H 1.248 -2.887 -3.186
H 1.001 -3.953 -0.950
H 0.538 -4.644 1.440
H -0.608 -3.058 2.975
H -1.338 -0.844 2.176
H -2.661 -0.674 -2.555
H -4.978 -0.085 -2.807

Values from the calculation:
SMILES ... COc1ccc(C2([N@+]34CC[C@H](CC3)C[C@@H]4Cc3cccc4ccccc34)c3ccccc3-c3ccccc32)cc1
Energy relative to the best compared isomer or geometry (same formula, charge and spin) ... 0.0 kJ/mol
Charge ... +1